A structure of composition C2H3N3O, computed with wB97M-V/def2-TZVPD.

Each line ends with the Löwdin charge.
CARTESIAN COORDINATES (ANGSTROEM)
C: 0.103 0.599 -0.038  -0.58
C: -0.293 -1.369 -0.453  -0.18
H: 1.446 2.074 -0.471  0.07
H: 0.736 2.225 0.977  0.14
H: -0.150 -2.370 -0.687  0.10
N: 0.954 1.584 0.186  0.17
N: -0.710 0.261 0.844  0.10
N: -1.005 -1.128 0.525  0.08
O: 0.555 -0.292 -0.969  0.10

Properties
HOMO	-9.39	eV
energy relative to the best compared isomer or geometry (same formula, charge and spin)	1.988	eV
frontier orbital gap	10.14	eV
electronic energy	-8638.507	eV



An isolated molecule of C2H3N3O, computed with wB97M-V/def2-TZVPD.

Each line ends with the Löwdin charge.
CARTESIAN COORDINATES (ANGSTROEM)
O: 2.140 -0.417 -0.172  0.10
C: 0.840 -0.147 -0.104  -0.51
N: -0.069 -1.165 -0.311  0.16
C: -1.182 -0.514 -0.226  -0.19
N: -1.026 0.820 0.071  -0.02
N: 0.355 1.036 0.147  0.08
H: 2.600 0.430 -0.079  0.12
H: -2.194 -0.885 -0.318  0.12
H: -1.465 0.841 0.993  0.14

Properties
HOMO	-9.94	eV
energy relative to the best compared isomer or geometry (same formula, charge and spin)	1.019	eV
frontier orbital gap	10.80	eV
electronic energy	-8639.475	eV
SMILES	Oc1nc[nH]n1



An isolated molecule of C2H3N3O, computed with wB97M-V/def2-TZVPD.

Each line ends with the Löwdin charge.
CARTESIAN COORDINATES (ANGSTROEM)
N: -1.565 -0.262 -0.322  0.13
C: -0.291 -0.553 0.115  -0.57
C: 0.705 0.444 -0.304  -0.08
N: 1.848 0.448 0.323  -0.09
N: 2.823 0.463 0.894  0.25
O: -0.018 -1.549 0.763  0.04
H: -2.282 -0.851 0.076  0.10
H: -1.815 0.710 -0.431  0.09
H: 0.595 1.152 -1.114  0.11

Properties
HOMO	-9.13	eV
energy relative to the best compared isomer or geometry (same formula, charge and spin)	1.224	eV
frontier orbital gap	9.64	eV
electronic energy	-8639.271	eV



An isolated molecule of C2H3N3O, computed with wB97M-V/def2-TZVPD.

Each line ends with the Löwdin charge.
CARTESIAN COORDINATES (ANGSTROEM)
N: -0.256 -1.684 -0.609  0.12
C: -0.185 -0.413 -0.192  -0.37
N: -0.604 0.756 -0.513  0.11
C: -0.110 1.634 0.407  -0.18
O: 0.736 1.109 1.214  -0.08
N: 0.874 -0.183 1.077  0.06
H: -0.488 -1.683 -1.585  0.10
H: 0.524 -2.158 -0.145  0.11
H: -0.490 2.623 0.346  0.12

Properties
HOMO (spin up / spin down)	-8.48 / -8.48	eV
energy relative to the best compared isomer or geometry (same formula, charge and spin)	3.418	eV
frontier orbital gap (spin up / spin down)	9.44 / 9.44	eV
electronic energy	-8637.077	eV
SMILES	Nc1ncon1



The records above give, respectively, max |F| values of 0.0851 0.0264 0.0290 0.1594 hartree/bohr.